(1)
ORCA calculation (wB97M-V/def2-TZVPD) on a structure of composition C17H26BrCl12InNO3 at a distorted geometry.

Structure (XYZ):
```
61
Properties=species:S:1:pos:R:3:forces:R:3:lowdin_charge:R:1
C -0.702 4.327 -3.365 -0.5 -1.1 0.4 -0.079
C -0.066 3.181 -2.519 1.7 0.7 -0.2 -0.411
C 1.455 3.183 -2.863 -0.4 0.7 0.4 -0.099
C -0.152 3.404 -0.996 -0.4 -1.2 -0.3 -0.190
C -1.470 2.936 -0.333 0.4 1.1 0.3 -0.324
C -2.744 3.257 -1.145 0.5 -0.7 -0.1 -0.071
C -1.550 3.535 1.112 -0.9 -0.4 0.0 -0.352
O -1.547 2.543 2.114 0.7 0.1 -0.1 -0.358
In 0.369 1.926 2.672 0.2 -0.3 0.3 0.600
Br 2.147 3.704 1.887 -0.3 -0.3 0.1 0.000
C 0.604 1.765 4.897 0.0 0.5 -0.9 -0.272
O 0.858 3.089 5.395 0.0 -0.6 0.6 -0.277
O -0.168 3.937 4.912 -0.2 0.4 -0.3 -0.092
C 0.847 -0.022 1.633 -0.4 2.1 1.0 -0.305
C -0.148 -0.607 0.850 0.0 -0.9 -0.6 -0.142
C 0.103 -1.795 0.150 0.9 0.5 1.7 -0.256
C 1.386 -2.319 0.353 -0.8 0.0 -0.5 -0.221
C 2.264 -1.656 1.189 2.2 0.1 0.0 -0.326
N 2.094 -0.503 1.847 -1.6 -1.1 -1.1 0.061
H -1.536 3.907 -3.942 0.1 0.4 -0.1 0.068
H -1.113 5.077 -2.688 0.2 0.2 -0.3 0.064
H 0.040 4.752 -4.045 -0.2 0.1 0.1 0.062
H -0.423 2.185 -2.799 -0.4 0.2 0.1 0.083
H 1.812 4.193 -2.610 0.1 -0.2 -0.1 0.081
H 1.638 3.036 -3.933 0.1 -0.2 0.2 0.064
H 2.017 2.500 -2.221 0.0 -0.2 -0.4 0.074
H 0.638 2.776 -0.564 -0.1 0.2 0.1 0.068
H 0.124 4.429 -0.719 -0.2 0.0 -0.2 0.115
H -1.409 1.849 -0.213 -0.1 0.1 0.0 0.109
H -2.839 2.498 -1.934 -0.2 0.2 0.0 0.071
H -3.608 3.178 -0.478 0.0 0.1 -0.2 0.073
H -2.706 4.222 -1.653 -0.2 0.1 0.4 0.059
H -0.779 4.303 1.282 0.1 -0.2 -0.2 0.071
H -2.521 4.063 1.177 0.2 0.0 0.1 0.101
H -0.275 1.333 5.403 0.2 0.0 0.1 0.041
H 1.512 1.196 5.112 -0.2 0.0 0.1 0.049
H -0.985 3.556 5.271 0.1 -0.1 0.0 0.085
H -1.123 -0.131 0.787 0.1 0.0 0.1 0.086
H -0.615 -2.297 -0.474 -0.2 -0.1 0.4 0.045
H 1.689 -3.236 -0.142 0.0 0.1 0.1 0.082
H 3.266 -2.114 1.339 -0.8 1.1 -0.6 0.018
C -0.306 -1.495 -4.094 0.4 0.2 0.0 -1.536
Cl -0.194 0.131 -4.774 0.0 0.0 0.0 0.557
Cl 0.527 -2.661 -5.133 0.1 0.2 -0.1 0.490
Cl 0.342 -1.543 -2.448 0.0 0.2 -1.3 0.673
H -1.351 -1.771 -4.051 0.0 0.0 0.0 -0.024
C 3.966 -5.297 2.869 -0.3 0.0 -0.1 -1.493
Cl 3.049 -4.012 2.069 0.7 -1.7 0.9 0.665
Cl 4.273 -4.878 4.558 0.0 0.0 0.0 0.524
Cl 3.127 -6.854 2.765 0.1 0.0 0.0 0.496
H 4.919 -5.398 2.367 0.0 0.0 0.0 0.012
C -2.308 -5.472 -4.382 0.1 0.0 0.1 -1.529
Cl -2.423 -7.072 -3.644 0.0 0.0 0.0 0.524
Cl -1.579 -4.322 -3.256 -0.2 -0.3 0.1 0.555
Cl -1.403 -5.552 -5.894 -0.1 0.0 0.0 0.518
H -3.311 -5.132 -4.608 0.0 0.0 0.0 0.013
C -0.680 -4.794 3.676 0.0 0.2 -0.1 -1.535
Cl -2.400 -4.760 4.093 0.0 0.0 0.1 0.514
Cl -0.380 -5.984 2.402 0.0 0.0 0.0 0.500
Cl -0.124 -3.203 3.183 -0.2 -0.1 0.2 0.609
H -0.127 -5.095 4.557 0.0 0.0 0.0 0.013
```
Positions in Å, forces in eV/Å.

Values from the calculation:
HOMO level	-4.96	eV
DFT total energy	-9230.20051	Ha
net charge	-1
frontier orbital gap	6.76	eV
M	912.6	g mol⁻¹
energy relative to the best compared isomer or geometry (same formula, charge and spin)	12.1	kcal/mol


(2)
ORCA calculation (wB97M-V/def2-TZVPD) on a structure of composition C17H26BrN4O5SSi2SnTe4.

Structure (XYZ):
```
61
Properties=species:S:1:pos:R:3:forces:R:3:lowdin_charge:R:1
Sn 0.282 0.230 0.277 0.5 0.6 0.0 0.803
C 4.488 -2.404 -1.583 0.0 -0.1 0.1 -0.185
Si 3.108 -1.108 -1.698 -0.1 -0.6 0.0 0.328
C 4.082 0.401 -1.169 0.1 0.2 0.2 -0.169
C 2.649 -1.308 -3.516 -0.1 0.0 0.0 -0.183
N 1.278 0.492 -1.598 -0.3 0.4 0.5 -0.026
C 0.864 1.428 -2.327 -0.4 0.1 -0.1 -0.319
C 1.632 1.886 -3.497 0.0 0.0 0.0 -0.018
C 1.222 2.922 -4.234 0.1 -0.1 0.0 -0.066
C -0.014 3.611 -3.915 -0.1 0.1 0.0 -0.054
C -0.813 3.257 -2.901 -0.1 0.1 0.0 -0.036
C -0.496 2.115 -2.041 0.6 -0.3 -0.2 -0.286
N -1.240 1.613 -1.138 -0.3 0.2 0.0 -0.015
Si -2.918 2.265 -0.888 0.3 -0.1 0.0 0.464
C -2.918 4.115 -0.580 0.0 0.0 0.0 -0.167
C -3.804 1.833 -2.485 -0.1 0.0 0.0 -0.164
C -3.804 1.431 0.499 0.0 0.0 0.0 -0.214
H 5.355 -2.106 -2.182 0.0 0.0 0.0 0.024
H 4.157 -3.386 -1.928 0.0 0.0 0.0 0.025
H 4.819 -2.518 -0.547 0.0 0.0 0.0 0.028
H 4.887 0.552 -1.897 0.0 0.0 0.0 0.034
H 4.558 0.157 -0.214 0.0 0.0 0.0 0.036
H 3.543 1.337 -1.041 0.0 0.0 0.0 0.016
H 3.539 -1.151 -4.135 0.0 0.0 0.0 0.034
H 1.840 -0.700 -3.914 0.0 0.0 0.0 0.002
H 2.362 -2.357 -3.632 0.0 0.0 0.0 0.026
H 2.572 1.385 -3.678 0.0 0.0 0.0 0.102
H 1.816 3.288 -5.061 0.0 0.0 0.0 0.103
H -0.285 4.468 -4.521 0.0 0.0 0.0 0.107
H -1.699 3.839 -2.700 0.0 0.0 0.0 0.075
H -3.292 4.689 -1.432 0.0 0.0 0.0 0.029
H -1.928 4.481 -0.311 0.0 0.0 0.0 0.033
H -3.569 4.311 0.275 0.0 0.0 0.0 0.039
H -3.378 2.313 -3.367 0.0 0.0 0.0 0.021
H -4.855 2.127 -2.419 0.0 0.0 0.0 0.032
H -3.767 0.751 -2.638 0.0 0.0 0.0 0.035
H -3.374 1.710 1.460 0.0 0.0 0.0 -0.001
H -3.804 0.345 0.416 0.0 0.0 0.0 -0.054
H -4.844 1.776 0.459 0.0 0.0 0.0 0.040
Te -0.629 -2.276 -1.550 -0.2 -0.3 -0.5 0.629
Te -1.593 -4.202 0.028 -0.3 0.1 0.3 0.068
Te -3.135 -2.393 1.408 0.3 0.0 -0.1 0.012
Te -1.369 -0.588 2.411 0.0 -0.1 -0.2 0.381
O 1.005 2.287 2.680 -0.3 0.1 0.1 -0.226
S 0.283 3.193 1.559 0.3 -0.4 0.0 0.395
O -1.124 2.876 1.686 0.1 0.1 0.0 -0.359
O 0.863 2.615 0.307 -0.4 -0.1 0.1 -0.398
O 0.658 4.558 1.777 0.0 0.1 -0.1 -0.277
O 2.078 -1.985 -0.653 0.3 0.2 0.0 -0.418
N 0.760 -1.774 -0.171 0.2 0.1 -0.2 -0.742
Br 3.273 -2.523 4.290 0.0 0.0 0.0 0.668
C 2.896 -0.857 3.458 0.0 -0.1 0.1 -0.702
C 3.401 0.350 4.045 0.0 0.0 -0.1 -0.138
C 3.124 1.522 3.464 0.0 0.0 0.0 -0.029
C 2.256 1.624 2.257 0.4 -0.1 -0.2 -0.374
N 1.952 0.360 1.630 -0.2 0.0 0.1 -0.094
C 2.199 -0.804 2.306 0.0 0.0 0.0 -0.278
H 4.017 0.296 4.933 0.0 0.0 0.0 0.093
H 3.500 2.457 3.858 0.0 0.0 0.0 0.108
H 2.708 2.293 1.526 -0.1 0.0 0.0 0.130
H 1.824 -1.702 1.831 0.0 0.0 0.0 0.074
```
Positions in Å, forces in eV/Å.

Values from the calculation:
HOMO level	-4.72	eV
DFT total energy	-6096.33252	Ha
net charge	-1
frontier orbital gap	5.53	eV
M	1163.7	g mol⁻¹
energy relative to the best compared isomer or geometry (same formula, charge and spin)	13.3	kcal/mol


Q: Which value of M does entry 2 give?
A: 1163.7 g mol⁻¹


Q: Which formula does entry 2 have?
A: C17H26BrN4O5SSi2SnTe4


Q: Which value of HOMO level does entry 1 give?
A: -4.96 eV